Below is a cluster of 2 separate species, C5H11OP in total at a distorted geometry, with properties calculated with ωB97M-V with the def2-TZVPD basis set.

```
18
Properties=species:S:1:pos:R:3:forces:R:3
C 3.512 -2.292 -0.525 0.964 -7.955 -1.066
C 3.681 -1.099 -0.457 -2.098 7.259 1.373
C -1.852 2.114 -0.669 2.344 -2.877 -0.923
C -0.584 -1.345 1.062 0.001 -0.032 2.073
C -1.945 0.691 -0.069 3.207 1.941 0.490
O 0.688 0.773 0.120 2.457 1.316 -0.362
P -0.468 0.477 1.199 -2.579 -0.464 0.027
H 3.139 -3.211 -0.700 -1.388 -2.358 0.084
H 1.412 1.334 0.510 -1.188 -0.904 -0.697
H 4.106 -0.212 -0.565 2.533 3.074 -0.378
H -0.951 2.168 -1.294 -0.001 0.046 0.261
H -2.613 2.221 -1.345 -2.254 0.737 -1.481
H -1.778 2.869 0.017 -0.237 1.955 1.868
H -1.658 -1.463 1.396 1.136 -0.618 -0.330
H -0.380 -1.765 0.090 -0.232 0.089 -0.467
H 0.140 -1.812 1.785 -0.912 0.217 -0.501
H -1.504 0.007 -0.775 -0.815 -0.515 -0.691
H -2.946 0.543 0.220 -0.938 -0.912 0.721
```
Forces are in eV/Å.

Computed properties:
**Net charge**: 0
**HOMO energy (alpha / beta)**: -5.3 / -8.6 eV
**Multiplicity**: 3

Below is the molecule C4H7NO3 at a distorted geometry, with properties calculated with ωB97M-V with the def2-TZVPD basis set.

```
15
Properties=species:S:1:pos:R:3:forces:R:3
C 0.228 0.060 -3.043 -1.338 -1.768 -3.744
N 0.609 0.227 -1.876 -0.021 0.834 1.262
O -0.479 0.183 -1.026 -2.376 0.663 -0.517
C -0.160 0.515 0.242 1.211 -0.137 2.140
C -1.417 0.548 1.238 2.777 -7.564 2.514
O -1.259 -0.444 2.139 -2.420 6.844 -4.457
O 0.616 -0.617 0.658 -5.163 0.363 -6.018
C 1.518 -0.425 1.480 6.449 1.097 8.369
H -0.819 -0.292 -3.522 2.147 1.159 1.802
H 1.051 0.057 -3.757 -0.172 0.124 0.005
H 0.445 1.524 0.377 -0.789 -1.909 -0.457
H -2.323 1.076 0.922 -0.056 0.142 0.868
H 1.635 0.890 1.608 0.684 -3.830 0.310
H 2.545 -1.052 1.259 -2.090 2.000 0.131
H 1.166 -0.965 2.578 1.156 1.981 -2.210
```
Forces are in eV/Å.

Computed properties:
**SMILES string**: C=NO[C@@H](C=O)OC
**Net charge**: 0
**HOMO energy**: -9.2 eV

Below is the molecule C28H24O4S2 at a distorted geometry, with properties calculated with ωB97M-V with the def2-TZVPD basis set.

```
58
Properties=species:S:1:pos:R:3:forces:R:3
C 0.605 -0.009 -0.763 1.344 3.433 -1.386
C 0.403 0.662 -2.114 0.394 0.272 -0.042
C 1.151 0.306 -3.233 0.035 0.210 0.105
C 0.865 0.869 -4.475 -0.051 0.094 0.084
C -0.171 1.797 -4.599 0.013 -0.072 0.081
C -0.892 2.183 -3.466 0.014 -0.028 0.184
C -0.595 1.629 -2.220 -0.028 0.054 -0.448
C 0.928 0.972 0.321 0.689 0.108 0.578
C 2.068 1.017 1.031 -0.629 -0.301 -1.074
C 2.256 1.879 2.186 0.172 0.886 1.099
C 3.357 1.686 3.054 -0.541 0.016 -0.416
C 3.500 2.445 4.213 -0.246 0.264 0.046
C 2.555 3.431 4.531 0.052 -0.271 -0.185
C 1.462 3.641 3.680 0.171 -0.181 -0.148
C 1.318 2.885 2.517 0.430 -0.192 0.250
H 1.395 -0.752 -0.843 -0.269 -0.238 -0.016
H 1.954 -0.417 -3.115 -0.225 0.108 -0.149
H 1.455 0.570 -5.340 -0.181 0.114 0.148
H -0.414 2.224 -5.574 0.082 -0.120 0.302
H -1.694 2.916 -3.536 0.200 -0.126 -0.093
H -1.146 1.939 -1.330 0.029 -0.107 -0.313
H 0.090 1.626 0.574 0.212 -0.208 -0.026
H 2.892 0.356 0.752 -0.245 0.066 0.186
H 4.086 0.912 2.800 -0.165 0.224 0.116
H 4.351 2.269 4.874 -0.247 0.082 -0.206
H 2.669 4.033 5.434 -0.029 -0.197 -0.254
H 0.715 4.400 3.918 0.257 -0.176 -0.041
H 0.472 3.070 1.855 0.246 0.010 0.255
C -3.652 -1.047 -4.387 0.184 -0.039 0.026
C -2.617 -1.793 -4.963 -0.089 0.018 0.180
C -1.610 -2.324 -4.163 0.207 0.019 0.372
C -1.645 -2.132 -2.775 -0.678 0.514 -0.025
S -0.316 -2.858 -1.810 1.050 0.172 0.074
C -0.451 -1.796 -0.253 -2.175 -3.349 0.596
S 0.790 -2.576 1.000 0.137 0.056 0.672
C 0.120 -1.991 2.567 0.099 -0.091 -0.050
C 0.872 -1.112 3.342 -0.111 0.361 -0.298
C 0.228 -0.353 4.318 -0.053 -0.283 0.177
C -1.123 -0.579 4.595 0.124 -0.030 -0.164
C -1.813 -1.603 3.937 0.108 -0.130 0.052
C -1.182 -2.339 2.934 -0.032 0.401 -0.190
O 0.533 -3.999 0.918 -0.014 0.760 -0.369
O 2.132 -2.048 0.864 -0.730 -0.411 -0.053
O 0.961 -2.419 -2.448 -0.233 -0.618 -0.203
O -0.678 -0.491 -0.435 0.697 -1.150 1.102
C -2.701 -1.425 -2.196 0.100 -0.020 -0.210
C -3.675 -0.845 -3.007 -0.054 -0.234 0.027
H -4.442 -0.629 -5.011 0.272 -0.073 0.151
H -2.589 -1.963 -6.039 -0.032 0.077 0.288
H -0.779 -2.884 -4.590 -0.173 0.172 -0.015
H -1.343 -2.271 0.181 -0.091 0.168 0.143
H 1.938 -1.003 3.152 -0.336 0.227 -0.172
H 0.788 0.419 4.849 -0.152 -0.257 -0.071
H -1.636 0.035 5.336 0.136 -0.188 -0.192
H -2.852 -1.822 4.190 0.325 0.048 -0.012
H -1.687 -3.156 2.421 -0.005 0.275 0.014
H -2.750 -1.297 -1.119 -0.098 0.095 -0.276
H -4.453 -0.241 -2.539 0.134 -0.214 -0.210
```
Forces are in eV/Å.

Computed properties:
**Net charge**: 0
**HOMO energy**: -8.3 eV

Below is a cluster of 2 separate species, C4H12NOS in total at a distorted geometry, with properties calculated with ωB97M-V with the def2-TZVPD basis set.

```
19
Properties=species:S:1:pos:R:3:forces:R:3
C 0.061 -1.879 0.999 0.253 0.803 -0.313
N -0.341 -0.510 0.607 0.119 -0.247 0.306
C 0.633 0.534 0.289 1.247 -0.319 -0.145
C -0.063 1.526 -0.623 -0.931 -0.043 -0.727
S 0.590 3.152 -1.020 0.424 0.269 0.155
C 1.537 -1.984 1.378 0.234 -0.681 -1.176
H -0.086 -2.607 0.180 -0.048 0.233 0.100
H -0.601 -2.168 1.804 -0.096 -0.368 0.402
H -1.015 -0.507 -0.142 -0.112 -0.308 -0.017
H 1.073 0.960 1.197 -0.491 0.305 0.065
H 1.548 0.160 -0.240 -0.651 0.141 -0.025
H -0.150 1.000 -1.595 -0.170 -0.089 0.305
H -1.103 1.664 -0.256 0.382 -0.203 0.108
H 1.845 -3.036 1.361 -0.187 -0.013 0.597
H 1.931 -1.475 2.249 -0.404 0.086 0.281
H 2.081 -1.613 0.515 0.255 0.330 0.008
H -2.841 1.813 -1.679 -0.520 -0.340 0.381
H -2.091 2.640 -2.555 0.036 0.542 -0.421
O -3.008 2.331 -2.469 0.658 -0.099 0.117
```
Forces are in eV/Å.

Computed properties:
**Net charge**: -1
**HOMO energy**: -2.5 eV

Below is the molecule C20H20N2O6S at a distorted geometry, with properties calculated with ωB97M-V with the def2-TZVPD basis set.

```
49
Properties=species:S:1:pos:R:3:forces:R:3
C -0.769 -3.119 -5.762 -0.058 0.287 -0.377
O -0.402 -3.502 -4.445 0.083 -0.162 0.349
C 0.030 -2.520 -3.649 0.000 0.179 -0.226
O 0.111 -1.369 -4.041 -0.085 -0.129 -0.051
C 0.387 -2.987 -2.296 0.036 -0.132 0.268
C 0.361 -4.355 -2.016 0.014 0.129 0.019
C 0.681 -4.831 -0.763 0.009 -0.105 0.048
C 1.033 -3.936 0.238 -0.067 -0.029 -0.220
C 1.068 -2.580 -0.012 0.051 0.122 0.195
C 0.747 -2.081 -1.275 0.067 -0.346 -0.006
N 0.767 -0.724 -1.559 -0.062 0.072 -0.530
C 0.915 0.315 -0.705 0.220 0.033 -0.367
O 1.214 0.241 0.469 0.133 0.048 0.182
C 0.713 1.685 -1.369 -0.159 -0.490 -0.121
C 2.045 2.432 -1.555 -0.053 0.047 0.104
C 2.207 3.209 -0.250 -0.018 -0.042 0.014
C 0.792 3.339 0.292 0.610 0.719 0.492
O 0.425 4.034 1.205 0.013 0.187 0.110
N -0.015 2.514 -0.432 -1.002 -0.644 -0.221
S -1.568 1.976 0.069 -0.085 0.319 -0.144
O -2.513 2.988 -0.281 0.197 0.199 0.372
O -1.692 0.693 -0.566 0.186 -0.052 0.258
C -1.464 1.797 1.832 -0.054 0.076 -0.689
C -1.089 0.579 2.361 0.046 -0.220 -0.009
C -0.996 0.447 3.735 -0.038 0.084 -0.070
C -1.277 1.523 4.572 -0.033 -0.015 -0.096
C -1.144 1.384 6.057 0.055 0.023 -0.015
C -1.666 2.735 4.009 -0.015 -0.062 -0.117
C -1.763 2.878 2.637 -0.091 0.158 0.087
H -1.079 -4.031 -6.265 0.020 0.042 0.045
H 0.080 -2.665 -6.277 -0.094 -0.058 0.019
H -1.589 -2.398 -5.733 0.064 -0.078 -0.026
H 0.085 -5.038 -2.804 -0.019 -0.035 -0.025
H 0.657 -5.891 -0.564 -0.005 -0.090 0.001
H 1.286 -4.301 1.223 0.025 -0.007 0.087
H 1.342 -1.888 0.766 0.016 0.008 -0.011
H 0.487 -0.521 -2.521 0.071 0.056 0.274
H 0.140 1.587 -2.293 0.165 -0.045 0.017
H 2.867 1.742 -1.741 -0.039 0.008 -0.067
H 1.962 3.116 -2.400 -0.007 -0.060 -0.007
H 2.671 4.185 -0.372 -0.064 -0.003 0.062
H 2.776 2.642 0.489 -0.028 0.036 0.014
H -0.879 -0.243 1.697 0.047 -0.122 0.008
H -0.700 -0.500 4.162 0.007 -0.105 0.038
H -0.138 1.671 6.364 0.050 0.005 0.087
H -1.849 2.031 6.572 -0.037 0.017 0.082
H -1.310 0.356 6.369 -0.013 -0.049 0.071
H -1.889 3.573 4.651 -0.042 0.089 0.057
H -2.058 3.807 2.179 -0.017 0.137 0.035
```
Forces are in eV/Å.

Computed properties:
**SMILES string**: COC(=O)c1ccccc1NC(=O)[C@@H]1CCC(=O)N1S(=O)(=O)c1ccc(C)cc1
**Net charge**: 0
**HOMO energy**: -8.9 eV

Below is a structure of composition C23H45As4IN2OTi at a distorted geometry, with properties calculated with ωB97M-V with the def2-TZVPD basis set.

```
77
Properties=species:S:1:pos:R:3:forces:R:3
Ti -0.397 1.542 0.207 -0.495 2.650 -0.475
C -0.627 4.133 0.490 -0.050 0.092 -0.083
C -1.476 3.594 1.468 -0.179 0.096 -0.049
C -2.607 2.863 1.081 -0.085 0.018 0.184
C -2.887 2.666 -0.277 -0.118 -0.081 0.077
C -2.037 3.202 -1.250 0.103 -0.019 -0.092
C -0.906 3.929 -0.867 -0.072 0.139 0.106
H 0.164 4.824 0.765 0.081 -0.248 0.047
H -1.360 3.864 2.517 0.090 -0.185 -0.150
H -3.345 2.585 1.830 0.206 -0.195 -0.086
H -3.833 2.220 -0.576 0.236 -0.138 0.060
H -2.320 3.164 -2.300 0.116 -0.198 0.094
H -0.324 4.451 -1.621 0.076 -0.214 0.085
C -0.276 -0.208 3.725 0.258 0.481 0.095
As -1.214 -0.196 2.003 -0.349 -2.020 1.220
C -3.030 -0.217 2.775 -0.230 0.462 -0.202
C -0.829 -2.101 1.536 0.263 -0.054 -0.385
C -1.437 -2.707 0.263 -0.551 0.290 -0.089
C -2.945 -2.440 0.248 0.212 0.161 0.011
C -0.824 -2.115 -1.014 0.255 0.057 0.404
As -1.277 -0.229 -1.538 -0.582 -2.165 -0.860
C -0.324 -0.263 -3.252 0.320 0.589 0.021
C -3.083 -0.319 -2.318 -0.224 0.421 0.188
C -1.251 -4.243 0.281 0.931 0.224 -0.167
As 0.502 -5.269 0.098 -0.244 -1.119 0.450
C 0.964 -5.187 -1.814 0.011 0.619 0.245
C 1.978 -4.233 0.920 -0.427 0.270 -0.438
H -0.699 -0.997 4.358 -0.078 0.104 -0.360
H -0.427 0.746 4.241 0.020 -0.125 -0.090
H 0.796 -0.390 3.618 -0.152 -0.002 -0.098
H -3.192 -1.180 3.271 0.257 0.082 -0.195
H -3.829 -0.058 2.049 0.150 -0.064 0.005
H -3.081 0.568 3.537 0.093 -0.105 -0.129
H -1.164 -2.688 2.404 0.007 0.377 -0.043
H 0.266 -2.179 1.502 -0.107 0.029 0.093
H -3.114 -1.355 0.274 -0.291 -0.068 0.011
H -3.439 -2.899 1.102 -0.056 0.033 0.061
H -3.403 -2.843 -0.654 -0.072 0.000 -0.036
H -1.130 -2.731 -1.872 0.078 0.338 0.026
H 0.275 -2.148 -0.946 -0.169 -0.014 -0.166
H -0.703 -1.090 -3.868 -0.035 0.111 0.397
H 0.754 -0.390 -3.108 -0.211 -0.083 0.027
H -0.503 0.666 -3.800 0.002 -0.090 0.076
H -3.217 -1.295 -2.796 0.229 0.105 0.197
H -3.157 0.447 -3.097 0.087 -0.076 0.131
H -3.889 -0.166 -1.597 0.185 -0.086 -0.033
H -1.854 -4.682 -0.518 0.002 0.029 -0.017
H -1.672 -4.625 1.214 0.049 0.013 -0.023
H 0.107 -5.475 -2.421 -0.055 0.021 0.037
H 1.762 -5.904 -2.012 -0.055 0.008 0.179
H 1.317 -4.195 -2.096 0.005 0.038 -0.243
H 1.816 -4.112 1.989 -0.071 0.006 0.031
H 2.116 -3.266 0.434 0.168 0.242 0.043
H 2.891 -4.814 0.787 -0.097 -0.055 -0.063
I 4.901 0.201 2.847 -0.674 0.399 -0.086
C 3.098 1.246 2.575 0.322 -0.463 -0.143
C 2.632 2.370 3.253 0.145 -0.525 -0.366
N 1.446 2.691 2.724 -0.256 0.427 0.286
N 1.084 1.845 1.741 -0.097 -0.447 -0.449
C 2.087 0.956 1.652 0.643 0.004 0.559
H 3.078 2.917 4.061 0.016 0.245 0.168
H 0.862 3.463 3.029 0.057 -0.241 -0.148
H 2.045 0.122 0.961 0.016 0.076 0.031
C 3.370 3.360 -0.891 -0.275 -0.131 -0.094
As 2.446 1.916 -1.802 1.550 -0.043 -0.804
C 2.054 2.413 -3.644 -0.016 -0.022 0.309
C 3.499 0.277 -1.676 -0.164 0.260 0.025
O 0.935 1.583 -1.005 -0.404 -0.199 0.533
H 4.356 3.426 -1.359 0.002 -0.070 -0.072
H 3.508 3.153 0.172 -0.105 -0.143 -0.107
H 2.861 4.312 -1.040 -0.054 -0.095 -0.036
H 2.903 2.986 -4.027 0.044 -0.037 0.160
H 1.168 3.051 -3.672 0.057 -0.067 0.050
H 1.913 1.538 -4.282 0.002 0.005 0.238
H 4.131 0.207 -2.564 -0.078 0.089 -0.012
H 2.853 -0.604 -1.631 -0.014 0.189 -0.040
H 4.147 0.314 -0.795 -0.151 0.091 -0.032
```
Forces are in eV/Å.

Computed properties:
**Net charge**: +4
**HOMO energy**: -16.6 eV